Computed, not measured: a 10-piece molecular cluster, C34H53N7O3S3 overall, with the ωB97M-V functional and the def2-TZVPD basis.

Summary:
Total charge: +1
Multiplicity: 2
E: -3130.28760 a.u.
Frontier orbital gap (spin up / spin down): 6.780 / 2.195 eV

Each line ends with the Mulliken spin population.
Element x y z (Å)
C  1.313  -0.491  0.351  0.00
S  0.819  0.342  -1.212  0.00
O  -0.243  -0.540  -1.894  0.00
C  0.117  1.911  -0.444  0.00
H  2.263  -1.002  0.191  0.00
H  0.677  -1.292  0.726  0.00
H  1.370  0.265  1.135  0.00
H  0.722  2.609  0.135  0.00
H  -0.629  1.580  0.278  0.00
H  -0.561  2.508  -1.054  0.00
C  -3.928  6.957  0.129  0.00
S  -2.329  6.588  -0.759  0.00
O  -1.506  7.865  -0.652  0.00
C  -1.714  5.268  0.530  0.00
H  -4.722  6.916  -0.616  0.00
H  -3.837  7.902  0.665  0.00
H  -4.128  6.220  0.907  0.00
H  -1.468  5.773  1.464  0.00
H  -0.779  4.927  0.085  0.00
H  -2.390  4.418  0.626  0.00
C  3.338  4.567  1.841  0.00
S  3.280  2.970  2.808  0.00
O  3.517  1.810  1.870  0.00
C  4.890  3.193  3.730  0.00
H  4.258  4.628  1.259  0.00
H  3.270  5.427  2.507  0.00
H  2.485  4.735  1.184  0.00
H  5.787  3.132  3.114  0.00
H  4.832  2.493  4.564  0.00
H  4.905  4.244  4.018  0.00
N  -3.130  -1.906  -4.273  0.00
C  -1.751  -1.820  -4.291  0.00
C  -1.204  -2.973  -4.050  0.00
C  -2.240  -3.868  -3.822  0.00
C  -3.472  -3.252  -4.080  0.01
H  -3.754  -1.165  -4.561  0.00
H  -1.318  -0.881  -4.605  0.00
H  -0.159  -3.240  -4.001  0.00
H  -2.192  -4.842  -3.358  0.00
H  -4.532  -3.435  -3.990  0.00
N  4.361  -0.839  1.997  0.00
C  3.802  -1.253  3.191  0.00
C  4.292  -2.470  3.495  0.00
C  5.187  -2.910  2.587  0.00
C  5.214  -1.858  1.643  0.00
H  4.025  -0.055  1.456  0.00
H  3.002  -0.693  3.653  0.00
H  3.826  -2.902  4.368  0.00
H  5.788  -3.805  2.524  0.00
H  5.718  -1.854  0.687  0.00
N  0.126  -3.888  0.359  0.00
C  0.098  -4.555  -0.873  0.09
C  1.056  -5.493  -0.913  0.00
C  1.876  -5.414  0.218  0.03
C  1.294  -4.343  0.916  0.07
H  -0.362  -3.020  0.527  0.00
H  -0.577  -4.153  -1.614  -0.01
H  1.135  -6.122  -1.788  0.00
H  2.775  -5.966  0.451  0.00
H  1.733  -3.831  1.760  0.00
N  -5.707  2.784  -2.613  0.00
C  -5.387  2.773  -3.971  0.00
C  -4.097  2.245  -4.125  0.00
C  -3.695  1.951  -2.864  0.00
C  -4.645  2.363  -1.977  0.00
H  -6.487  3.238  -2.160  0.00
H  -6.158  2.884  -4.719  0.00
H  -3.680  2.036  -5.099  0.00
H  -2.744  1.485  -2.653  0.00
H  -4.772  2.500  -0.913  0.00
N  5.572  -2.086  -2.995  0.00
C  5.148  -2.936  -4.018  0.00
C  3.877  -3.484  -3.719  0.00
C  3.405  -2.686  -2.735  0.00
C  4.495  -1.970  -2.194  0.00
H  6.478  -1.686  -2.797  0.00
H  5.924  -3.151  -4.738  0.00
H  3.297  -4.133  -4.360  0.00
H  2.383  -2.704  -2.386  0.00
H  4.633  -1.395  -1.290  0.00
N  -1.530  0.816  5.329  0.00
C  -1.656  0.071  4.170  0.00
C  -0.519  0.377  3.342  -0.01
C  0.447  0.958  4.248  0.00
C  -0.371  1.594  5.199  0.00
H  -2.175  0.836  6.107  0.00
H  -2.577  -0.487  4.078  0.00
H  -0.447  -0.135  2.394  0.01
H  1.451  1.278  4.008  0.00
H  -0.050  2.356  5.894  0.00
N  -4.199  -1.136  -0.310  -0.06
C  -3.113  -1.949  -0.090  0.25
C  -3.356  -2.686  1.091  0.10
C  -4.531  -2.308  1.678  0.04
C  -5.091  -1.394  0.749  0.35
H  -4.302  -0.486  -1.076  0.00
H  -2.238  -1.960  -0.723  0.11
H  -2.786  -3.433  1.623  -0.01
H  -4.994  -2.577  2.616  0.00
H  -6.030  -0.881  0.901  0.01


Computed, not measured: an isolated ion of composition CH3O2S2 and charge -1, with the ωB97M-V functional and the def2-TZVPD basis.

Summary:
Energy above the lowest of the compared OMol25 structures with the same formula, charge and spin: 56.5 kcal/mol
Total charge: -1
Multiplicity: 1
E: -986.73561 a.u.
Frontier orbital gap: 6.671 eV

Each line ends with the Löwdin charge.
Element x y z (Å)
C  -0.659  -0.225  -0.001  -0.34
O  1.652  -0.140  -1.725  -0.69
O  -1.602  0.884  0.017  -0.10
S  2.310  0.359  1.160  -0.13
S  1.465  -0.582  -0.338  0.20
H  -1.125  -0.728  -0.789  0.03
H  -0.529  -0.870  0.852  0.01
H  -1.512  1.302  0.823  0.01


Computed, not measured: a 3-piece molecular cluster, C5H13NO2 overall, with the ωB97M-V functional and the def2-TZVPD basis.

Summary:
Energy above the lowest of the compared OMol25 structures with the same formula, charge and spin: 60.7 kcal/mol
Total charge: 0
Multiplicity: 1
E: -403.47982 a.u.
Frontier orbital gap: 8.544 eV

Each line ends with the Löwdin charge.
Element x y z (Å)
C  0.399  3.248  -2.610  0.01
C  -0.615  2.398  -2.540  -0.13
C  -0.649  1.271  -1.568  -0.41
C  -1.817  1.010  -0.948  0.01
N  0.526  0.600  -1.361  -0.04
C  0.593  -0.644  -0.642  -0.09
H  1.289  3.165  -2.001  0.06
H  0.390  4.077  -3.306  0.05
H  -1.506  2.440  -3.149  0.10
H  -2.070  0.194  -0.286  0.03
H  -2.648  1.708  -0.960  0.05
H  1.237  0.818  -2.023  0.11
H  -0.386  -1.123  -0.627  0.07
H  1.297  -1.330  -1.106  0.08
H  0.867  -0.520  0.410  0.08
O  2.421  -0.481  6.181  -0.06
H  2.214  0.471  6.257  0.05
H  1.570  -0.835  5.998  0.01
O  -0.703  -5.296  1.503  -0.07
H  -0.885  -5.876  0.753  0.03
H  -1.521  -5.294  2.024  0.04


Computed, not measured: C5H8N2O3 as an isolated structure, with the ωB97M-V functional and the def2-TZVPD basis.

Summary:
Energy above the lowest of the compared OMol25 structures with the same formula, charge and spin: 137.0 kcal/mol
Total charge: 0
Multiplicity: 1
E: -530.35896 a.u.
Frontier orbital gap: 9.163 eV

Each line ends with the Löwdin charge.
Element x y z (Å)
O  -1.570  1.674  0.016  0.01
C  -0.681  0.655  0.373  -0.29
C  -1.354  -0.709  0.211  -0.25
C  -1.756  -1.251  -1.109  -0.12
N  -0.706  -1.896  -0.324  0.04
C  0.617  0.796  -0.417  -0.31
O  0.634  1.208  -1.548  0.16
C  1.892  0.322  0.216  -0.16
N  2.698  -0.594  0.125  0.12
H  -1.810  1.572  -0.914  0.10
H  -0.444  0.792  1.441  0.16
H  -2.003  -0.912  1.066  0.15
H  -2.692  -1.805  -1.195  0.11
H  -1.459  -0.706  -2.010  0.11
H  0.217  -1.723  -0.715  0.08
O  2.614  0.928  1.785  -0.18
H  2.462  1.879  1.709  0.04
H  3.341  -0.229  1.290  0.24


Computed, not measured: C14H18N7OS6V as an isolated structure, with the ωB97M-V functional and the def2-TZVPD basis.

Summary:
Energy above the lowest of the compared OMol25 structures with the same formula, charge and spin: 0.0 kcal/mol
Total charge: 0
Multiplicity: 3
E: -4336.14577 a.u.
Frontier orbital gap (spin up / spin down): 6.574 / 6.438 eV

Each line ends with the Mulliken spin population.
Element x y z (Å)
V  0.001  1.123  0.385  2.08
N  2.832  1.053  -3.128  0.00
C  2.165  1.146  -1.958  0.00
S  0.446  0.878  -2.010  -0.03
N  2.885  1.419  -0.897  -0.01
N  2.137  1.486  0.230  -0.03
C  2.722  1.859  1.305  0.01
C  1.904  1.987  2.502  0.03
C  2.418  2.417  3.714  0.00
C  1.563  2.538  4.798  0.00
C  0.225  2.223  4.640  0.00
C  -0.221  1.801  3.397  0.02
N  0.598  1.690  2.351  -0.03
H  2.312  1.017  -3.985  0.00
H  3.796  1.339  -3.146  0.00
H  3.779  2.104  1.310  0.00
H  3.469  2.657  3.794  0.00
H  1.940  2.875  5.754  0.00
H  -0.475  2.303  5.458  0.00
H  -1.255  1.547  3.217  0.00
S  -2.234  0.546  0.661  -0.06
S  -3.369  2.275  0.410  0.01
S  -2.089  3.673  1.191  0.01
S  -0.443  3.471  -0.026  -0.02
S  -1.650  -3.838  -1.645  0.00
C  -2.038  -2.543  -2.651  0.00
N  -2.342  -1.329  -2.108  0.00
C  -2.655  -0.212  -2.803  0.00
C  -2.701  -0.243  -4.161  0.00
C  -2.404  -1.467  -4.793  0.00
C  -2.081  -2.579  -4.070  0.00
H  -2.318  -1.249  -1.094  0.00
H  -2.844  0.668  -2.201  0.00
H  -2.945  0.646  -4.721  0.00
H  -2.430  -1.528  -5.875  0.00
H  -1.851  -3.519  -4.548  0.00
C  -0.334  -2.988  2.444  0.00
N  0.462  -3.057  1.229  0.01
C  0.611  -1.976  0.450  0.01
N  1.165  -2.137  -0.775  0.00
O  0.261  -0.856  0.890  -0.01
H  -0.596  -4.001  2.741  0.00
H  -1.248  -2.422  2.269  0.00
H  0.225  -2.516  3.252  0.00
H  0.630  -3.956  0.814  0.00
H  0.933  -3.003  -1.242  0.00
H  1.042  -1.322  -1.369  0.00